A | The following is a quantum chemistry calculation of a cluster of 2 separate species, C6H8N2O2 in total, from the Open Molecules 2025 dataset.

The geometry in XYZ format:
```
18
Properties=species:S:1:pos:R:3
C 0.49 -1.19 1.86
C -0.40 -0.24 1.76
C 1.33 -0.04 -0.52
C 0.87 1.32 -0.29
C -0.38 1.64 -0.64
C -0.98 -0.55 -1.46
H 0.35 -2.00 2.60
H 1.31 -1.30 1.16
H -1.26 -0.20 2.44
H -0.43 0.49 1.02
H 0.65 -1.78 -1.38
H 1.53 2.05 0.15
H -0.69 2.66 -0.58
H -2.18 1.08 -1.58
N 0.34 -0.86 -1.08
N -1.31 0.76 -1.14
O 2.47 -0.47 -0.37
O -1.73 -1.36 -1.94
```

Output
SMILES: O=c1cc[nH]c(=O)[nH]1.C=C
Gap between HOMO and LUMO (eV): 10.009
HOMO level (eV): -9.537
Multiplicity: 1

B | The following is a quantum chemistry calculation of a cluster of 2 separate species, C6H8N2O2 in total, from the Open Molecules 2025 dataset.

The geometry in XYZ format:
```
18
Properties=species:S:1:pos:R:3
C 1.38 0.58 -2.20
C 0.80 0.27 -1.05
C -1.81 0.28 0.99
C -0.71 1.25 1.14
C 0.55 0.61 1.10
C -0.36 -1.47 0.32
H 1.33 1.57 -2.67
H 2.00 -0.13 -2.71
H 0.22 0.99 -0.44
H 0.85 -0.73 -0.63
H -2.43 -1.45 -0.12
H -0.98 2.33 1.29
H 1.66 0.90 1.47
H 1.49 -1.31 0.88
N -1.62 -0.97 0.37
N 0.67 -0.81 1.01
O -2.94 0.76 1.14
O -0.09 -2.68 0.11
```

Output
SMILES: O=c1cc[nH]c(=O)[nH]1.C=C
Gap between HOMO and LUMO (eV): 8.507
HOMO level (eV): -8.822
Multiplicity: 1

C | The following is a quantum chemistry calculation of a cluster of 2 separate species, C6H8N2O2 in total, from the Open Molecules 2025 dataset.

The geometry in XYZ format:
```
18
Properties=species:S:1:pos:R:3
C -2.75 -0.46 0.02
C -2.49 1.04 0.01
C -1.26 1.34 0.13
C -0.33 -0.86 0.13
C 2.89 0.42 -0.40
C 2.66 -0.60 0.30
H -1.98 -2.08 -0.11
H -3.19 1.78 -0.06
H -0.89 2.35 -0.03
H 0.79 0.95 -0.13
H 2.33 1.33 -0.44
H 4.09 0.37 -0.61
H 1.83 -0.80 0.96
H 3.41 -1.43 0.18
N -1.60 -1.17 0.17
N -0.24 0.49 0.28
O -3.82 -0.94 -0.24
O 0.54 -1.75 -0.15
```

Output
SMILES: O=c1cc[nH]c(=O)[nH]1.C=C
Gap between HOMO and LUMO (eV): 10.061
HOMO level (eV): -9.591
Multiplicity: 1

D | The following is a quantum chemistry calculation of a structure of composition C6H8N2O2, from the Open Molecules 2025 dataset.

The geometry in XYZ format:
```
18
Properties=species:S:1:pos:R:3
O -2.76 1.41 -0.02
C -1.87 0.60 -0.04
C -1.84 -0.79 -0.67
C -0.40 -1.14 -0.24
N -0.33 -0.67 1.17
C -0.48 0.68 0.58
C 0.38 0.15 -0.61
C 1.84 0.11 -0.40
N 2.78 -0.68 -0.28
H -2.58 -1.46 -0.22
H -2.01 -0.75 -1.76
H 0.00 -2.13 -0.48
H -1.10 -0.97 1.77
H -0.22 1.57 1.18
H 0.18 0.59 -1.60
O 2.76 1.45 0.36
H 2.08 1.84 0.93
H 3.58 0.21 0.32
```

Output
Gap between HOMO and LUMO (eV): 10.077
HOMO level (eV): -9.478
Multiplicity: 1

Which of them is most stable, and which least? Most stable: A; least stable: B.

A | The following is a quantum chemistry calculation of a structure of composition C17H17N6O3PtS, from the Open Molecules 2025 dataset.

The geometry in XYZ format:
```
45
Properties=species:S:1:pos:R:3
Pt 1.72 1.06 0.22
N 2.82 -1.87 0.78
C 4.14 -1.27 0.55
C 4.34 0.00 1.38
O 5.29 0.04 2.17
N 3.47 1.01 1.20
C 3.48 2.09 2.18
C 2.08 2.30 2.75
O 1.89 2.96 3.76
O 1.12 1.75 2.05
H 2.75 -2.22 1.72
H 2.70 -2.66 0.15
H 4.21 -1.02 -0.51
H 4.98 -1.91 0.81
H 3.79 3.03 1.71
H 4.19 1.88 2.98
S 2.41 0.38 -1.87
C 0.85 -0.24 -2.30
N 0.66 -1.21 -3.13
N -0.64 -1.68 -3.25
C -1.45 -2.07 -2.20
C -0.97 -2.21 -0.89
C -1.82 -2.62 0.12
C -3.15 -2.92 -0.14
C -3.62 -2.80 -1.44
C -2.79 -2.38 -2.46
N -0.29 0.39 -1.73
N -0.08 1.03 -0.69
C -1.27 1.68 -0.18
C -1.12 2.82 0.60
C -2.26 3.45 1.07
C -3.52 2.95 0.78
C -3.65 1.79 0.02
C -2.52 1.15 -0.47
H -0.81 -2.09 -4.15
H 0.07 -1.97 -0.66
H -1.43 -2.69 1.13
H -3.81 -3.23 0.66
H -4.66 -3.03 -1.66
H -3.18 -2.25 -3.47
H -0.14 3.18 0.84
H -2.15 4.34 1.68
H -4.40 3.44 1.17
H -4.63 1.38 -0.19
H -2.61 0.24 -1.05
```

Output
Charge: -1
Gap between HOMO and LUMO (eV): 6.329
HOMO level (eV): -4.634
Multiplicity: 1

B | The following is a quantum chemistry calculation of a structure of composition C17H17N6O3PtS, from the Open Molecules 2025 dataset.

The geometry in XYZ format:
```
45
Properties=species:S:1:pos:R:3
Pt -2.49 -0.76 0.24
N -2.15 2.37 0.02
C -1.89 2.46 1.46
C -2.81 1.56 2.29
O -3.36 2.08 3.28
N -2.97 0.28 1.94
C -4.04 -0.44 2.63
C -4.88 -1.23 1.64
O -5.96 -1.70 1.96
O -4.38 -1.35 0.43
H -3.14 2.46 -0.17
H -1.67 3.11 -0.48
H -0.85 2.19 1.64
H -2.04 3.46 1.87
H -3.64 -1.15 3.36
H -4.68 0.25 3.17
S -2.14 -1.86 -1.77
C -0.74 -0.92 -2.16
N -0.33 -0.73 -3.36
N 0.87 0.02 -3.47
C 2.10 -0.64 -3.33
C 3.25 0.00 -3.80
C 4.50 -0.57 -3.65
C 4.64 -1.80 -3.03
C 3.50 -2.45 -2.56
C 2.24 -1.88 -2.71
N 0.05 -0.46 -1.06
N -0.56 -0.35 0.01
C 0.30 0.02 1.11
C 0.01 -0.46 2.37
C 0.84 -0.11 3.43
C 1.92 0.73 3.22
C 2.20 1.20 1.94
C 1.39 0.84 0.88
H 0.83 0.51 -4.35
H 3.15 0.97 -4.29
H 5.37 -0.05 -4.03
H 5.62 -2.25 -2.90
H 3.59 -3.41 -2.07
H 1.37 -2.41 -2.35
H -0.85 -1.09 2.52
H 0.61 -0.48 4.42
H 2.55 1.02 4.05
H 3.05 1.86 1.78
H 1.59 1.20 -0.13
```

Output
Charge: -1
Gap between HOMO and LUMO (eV): 6.408
HOMO level (eV): -4.804
Multiplicity: 1

Which of them is most stable, and which least? Most stable: A; least stable: B.

A | The following is a quantum chemistry calculation of a cluster of 2 separate species, C5H4 in total, from the Open Molecules 2025 dataset.

The geometry in XYZ format:
```
9
Properties=species:S:1:pos:R:3
C -0.68 0.77 -0.66
C 0.13 -1.07 0.18
C 0.83 0.06 0.91
C -0.61 0.13 0.65
C 0.67 0.09 -0.55
H -1.26 0.18 -1.35
H -0.83 1.94 -0.80
H 0.34 -2.57 0.60
H 1.77 0.30 1.52
```

Output
Gap between HOMO and LUMO (eV): 10.079
HOMO level (eV): -9.659
Multiplicity: 1

B | The following is a quantum chemistry calculation of the molecule C5H4, from the Open Molecules 2025 dataset.

The geometry in XYZ format:
```
9
Properties=species:S:1:pos:R:3
C 2.64 0.02 -0.03
C 1.43 0.04 0.02
C -1.14 -0.83 0.01
C 0.03 -0.08 0.02
C -1.39 0.63 0.06
H 3.69 -0.20 0.09
H -1.73 -1.65 -0.39
H -1.97 0.97 -0.87
H -1.56 1.10 1.10
```

Output
SMILES: C#CC1=CC1
Gap between HOMO and LUMO (eV): 8.888
HOMO level (eV): -8.588
Multiplicity: 1

C | The following is a quantum chemistry calculation of the molecule C5H4, from the Open Molecules 2025 dataset.

The geometry in XYZ format:
```
9
Properties=species:S:1:pos:R:3
C 0.60 1.44 0.87
C -0.14 1.31 -0.21
C -0.79 0.72 -1.16
C -0.76 -0.57 -1.10
C -0.39 -1.70 -0.56
H 0.14 1.45 1.85
H 1.68 1.47 0.79
H 0.22 -1.38 0.30
H -0.56 -2.74 -0.77
```

Output
SMILES: C=C=C=C=C
Gap between HOMO and LUMO (eV): 8.875
HOMO level (eV): -8.871
Multiplicity: 1

D | The following is a quantum chemistry calculation of a cluster of 2 separate species, C5H4 in total, from the Open Molecules 2025 dataset.

The geometry in XYZ format:
```
9
Properties=species:S:1:pos:R:3
C 0.11 -1.38 2.52
C -0.48 2.02 -0.86
C 0.18 -1.02 1.36
C -0.06 0.87 -1.07
C 0.22 -0.42 -1.43
H 0.39 -1.33 3.48
H -0.87 3.01 -0.84
H -0.52 -1.05 -1.19
H 1.03 -0.70 -1.96
```

Output
Gap between HOMO and LUMO (alpha / beta) (eV): 8.892 / 6.518
HOMO level (alpha / beta) (eV): -10.260 / -8.833
Multiplicity: 1

Which of them is most stable, and which least? Most stable: B; least stable: D.

A | The following is a quantum chemistry calculation of the molecule C5H4, from the Open Molecules 2025 dataset.

The geometry in XYZ format:
```
9
Properties=species:S:1:pos:R:3
C 1.72 0.53 -0.18
C 2.46 -0.56 0.18
C 0.32 0.34 -0.16
C -0.86 -0.07 -0.06
C -2.26 -0.09 0.07
H 1.99 1.57 0.04
H 2.24 -1.65 -0.10
H -2.67 0.86 0.48
H -2.94 -0.92 -0.27
```

Output
Gap between HOMO and LUMO (alpha / beta) (eV): 8.501 / 6.997
HOMO level (alpha / beta) (eV): -9.345 / -7.808
Multiplicity: 1

B | The following is a quantum chemistry calculation of the molecule C5H4, from the Open Molecules 2025 dataset.

The geometry in XYZ format:
```
9
Properties=species:S:1:pos:R:3
C -0.10 -1.14 0.73
C -0.17 -2.29 0.19
C -0.03 0.21 0.37
C -0.13 1.49 0.68
C 0.24 -0.78 -0.83
H 0.07 2.29 -0.01
H -0.46 1.72 1.65
H 1.15 -1.03 -1.14
H -0.57 -0.47 -1.63
```

Output
Gap between HOMO and LUMO (eV): 10.223
HOMO level (eV): -9.690
Multiplicity: 1

C | The following is a quantum chemistry calculation of a structure of composition C5H4, from the Open Molecules 2025 dataset.

The geometry in XYZ format:
```
9
Properties=species:S:1:pos:R:3
C -0.21 0.94 0.49
C -1.42 0.62 0.99
C 1.06 0.88 -0.04
C 0.88 -0.26 -0.68
C -1.11 -0.61 0.23
H 1.86 1.66 0.13
H 1.29 -1.09 -1.09
H -1.07 -1.47 0.78
H -1.28 -0.66 -0.82
```

Output
Gap between HOMO and LUMO (eV): 8.868
HOMO level (eV): -8.371
Multiplicity: 1

Which of them is most stable, and which least? Most stable: B; least stable: C.